Formula: C42H69NO16
Source: the OMol25 dataset
Level of theory: the ωB97M-V functional and the def2-TZVPD basis

The calculation puts the largest force on an atom at 2.5 eV/A. Its electronic energy is -78921.2878 eV. For the molecular weight, the calculation gives 844.00 u. The charge is 0. As for the SMILES: CC(=O)OCCCCC1=CC(=O)c2cc(CCN)ccc2C1=O.CCOC(C)=O.CCOC(C)=O.CCOC(C)=O.CCOC(C)=O.CCOC(C)=O.CCOC(C)=O.

Cartesian coordinates (Å):
C -4.715 6.024 -1.511
C -3.701 5.317 -2.495
O -3.071 6.051 -3.218
O -3.531 3.941 -2.475
C -3.934 3.335 -3.739
C -5.490 3.423 -3.973
C -6.272 2.039 -3.910
C -5.639 0.946 -2.975
C -5.605 1.313 -1.467
C -6.100 2.441 -0.903
C -5.989 2.752 0.625
O -6.710 3.561 1.163
C -4.880 2.004 1.412
C -4.361 2.478 2.703
C -3.283 1.757 3.409
C -2.765 2.313 4.773
C -2.778 1.213 5.931
N -1.801 0.119 5.730
C -2.763 0.541 2.753
C -3.277 0.026 1.490
C -4.338 0.773 0.831
C -4.945 0.282 -0.506
O -4.909 -0.913 -0.736
H -4.753 7.122 -1.741
H -4.388 5.887 -0.441
H -5.743 5.610 -1.684
H -3.451 3.975 -4.536
H -3.494 2.319 -3.856
H -6.022 4.140 -3.303
H -5.630 3.819 -5.020
H -7.290 2.271 -3.475
H -6.492 1.655 -4.946
H -6.300 0.032 -3.061
H -4.633 0.599 -3.347
H -6.617 3.211 -1.518
H -4.753 3.411 3.176
H -3.450 3.129 5.149
H -1.738 2.766 4.657
H -3.820 0.816 6.097
H -2.509 1.756 6.887
H -2.302 -0.605 5.199
H -1.063 0.448 5.077
H -1.927 -0.035 3.215
H -2.903 -0.898 0.990
C 3.242 3.442 1.999
C 3.026 1.944 2.020
O 2.198 1.549 3.127
C 0.865 1.523 3.085
C 0.162 2.230 1.960
O 0.247 0.999 3.991
H 2.303 3.982 1.859
H 3.921 3.720 1.191
H 3.665 3.780 2.947
H 2.626 1.563 1.079
H 3.984 1.446 2.170
H -0.042 3.260 2.254
H -0.781 1.721 1.769
H 0.712 2.216 1.023
C -3.651 -3.083 -2.425
C -2.862 -2.473 -3.564
O -1.643 -3.190 -3.799
C -1.546 -4.271 -4.596
C -2.805 -4.974 -5.028
O -0.462 -4.704 -4.888
H -3.960 -4.105 -2.654
H -4.540 -2.492 -2.216
H -3.041 -3.132 -1.521
H -3.450 -2.386 -4.480
H -2.565 -1.458 -3.290
H -3.050 -5.750 -4.303
H -2.624 -5.437 -5.998
H -3.657 -4.310 -5.160
C 1.261 -2.530 0.027
C 2.134 -1.514 -0.675
O 3.172 -1.042 0.198
C 4.364 -1.644 0.350
C 4.544 -3.049 -0.160
O 5.243 -1.086 0.958
H 1.827 -3.418 0.312
H 0.435 -2.841 -0.615
H 0.850 -2.109 0.945
H 2.548 -1.888 -1.614
H 1.531 -0.641 -0.931
H 4.285 -3.755 0.629
H 5.591 -3.184 -0.431
H 3.967 -3.268 -1.056
C -0.550 -4.144 6.702
C 0.549 -4.770 5.868
O 0.123 -4.966 4.513
C 0.218 -4.028 3.554
C 0.485 -2.599 3.956
O 0.012 -4.324 2.403
H -0.814 -3.150 6.338
H -0.238 -4.057 7.745
H -1.455 -4.751 6.655
H 1.481 -4.202 5.909
H 0.776 -5.763 6.258
H -0.465 -2.088 4.118
H 1.021 -2.107 3.145
H 1.112 -2.501 4.839
C 8.916 -3.553 -0.846
C 8.344 -4.877 -0.383
O 8.066 -5.734 -1.496
C 8.972 -6.561 -2.054
C 10.430 -6.375 -1.725
O 8.618 -7.379 -2.862
H 9.873 -3.686 -1.355
H 9.066 -2.882 0.001
H 8.241 -3.075 -1.558
H 8.981 -5.375 0.351
H 7.387 -4.700 0.110
H 10.876 -5.687 -2.444
H 10.925 -7.343 -1.803
H 10.610 -6.020 -0.712
C 3.569 6.329 -2.738
C 3.351 4.830 -2.724
O 2.507 4.440 -1.632
C 1.162 4.423 -1.691
C 0.469 5.132 -2.822
O 0.533 3.910 -0.799
H 2.633 6.870 -2.891
H 4.262 6.609 -3.533
H 3.977 6.664 -1.782
H 2.965 4.454 -3.673
H 4.306 4.330 -2.559
H 0.266 6.162 -2.531
H -0.476 4.626 -3.018
H 1.025 5.115 -3.757